80
Properties=species:S:1:pos:R:3:forces:R:3:mulliken_charge:R:1 method="wB97M-V/def2-TZVPD" smiles=c1cc[nH]c1.c1cc[nH]c1.c1cc[nH]c1.c1cc[nH]c1.c1cc[nH]c1.c1cc[nH]c1.c1cc[nH]c1.c1cc[nH]c1 gap_ha=0.320 de_lowest_kj_mol=50.9 multiplicity=1 total_charge=0 energy_ev=-45751.795
N 8.791 -29.085 23.127 0.0 0.0 0.4 0.198
C 7.943 -29.975 23.735 0.3 -0.2 -0.4 -0.384
C 6.773 -29.969 23.030 -0.3 0.0 0.2 -0.559
C 6.875 -28.978 22.008 0.1 -0.4 0.4 -0.482
C 8.144 -28.473 22.099 -0.2 0.6 -0.3 -0.607
H 9.738 -28.901 23.407 0.0 -0.1 0.1 0.207
H 8.257 -30.582 24.568 0.1 0.0 0.0 0.449
H 5.948 -30.629 23.245 -0.1 0.2 0.0 0.393
H 6.083 -28.668 21.349 0.1 0.0 -0.2 0.397
H 8.588 -27.648 21.566 0.1 -0.1 -0.1 0.377
N 6.203 -30.986 31.815 0.4 -0.4 -0.1 0.084
C 4.939 -31.474 31.963 -0.1 0.5 0.3 -0.395
C 4.291 -30.652 32.858 -0.1 -0.6 -0.2 -0.584
C 5.212 -29.662 33.276 0.1 0.0 0.2 -0.493
C 6.402 -29.915 32.637 -0.4 0.1 0.0 -0.386
H 6.878 -31.326 31.152 0.1 -0.1 0.0 0.275
H 4.607 -32.380 31.486 0.0 0.1 -0.2 0.367
H 3.280 -30.824 33.188 0.0 0.2 0.1 0.378
H 5.022 -28.888 34.001 0.1 0.0 0.0 0.397
H 7.377 -29.471 32.743 0.0 0.1 -0.2 0.355
N 11.530 -30.958 32.385 -0.3 0.5 -0.1 0.078
C 12.017 -31.438 31.202 0.1 -0.3 0.6 -0.724
C 11.581 -32.742 31.110 0.0 0.0 -0.2 -0.654
C 10.746 -33.005 32.224 0.1 -0.3 -0.1 -0.412
C 10.736 -31.878 33.009 0.2 0.3 -0.3 -0.637
H 11.638 -29.999 32.688 0.0 0.0 0.0 0.330
H 12.633 -30.808 30.585 0.1 -0.1 -0.1 0.431
H 11.806 -33.482 30.361 0.1 0.2 -0.2 0.450
H 10.254 -33.957 32.343 -0.1 0.1 0.4 0.438
H 10.257 -31.580 33.926 -0.1 -0.3 0.1 0.419
N 10.695 -25.680 26.848 -0.1 0.2 -0.2 0.014
C 11.669 -24.996 27.523 -0.4 -0.2 0.1 -0.528
C 12.427 -25.921 28.197 0.0 0.3 -0.4 -0.894
C 11.932 -27.207 27.834 0.3 0.1 0.5 0.050
C 10.835 -27.023 27.029 0.0 -0.1 0.3 -0.841
H 9.966 -25.241 26.316 0.0 -0.1 0.0 0.206
H 11.680 -23.922 27.451 0.2 0.0 0.2 0.412
H 13.226 -25.677 28.876 0.2 -0.1 -0.1 0.428
H 12.417 -28.120 28.140 -0.4 -0.2 -0.1 0.693
H 10.082 -27.715 26.692 0.2 -0.1 -0.3 0.506
N 11.273 -35.512 26.723 0.2 -0.2 -0.4 0.080
C 10.401 -34.864 27.551 0.4 0.1 0.1 -0.718
C 9.202 -34.747 26.896 0.2 -0.2 0.2 0.340
C 9.368 -35.364 25.628 -0.4 -0.1 -0.3 -0.816
C 10.648 -35.828 25.545 0.3 0.0 0.3 -0.631
H 12.243 -35.699 26.908 -0.1 0.0 0.1 0.206
H 10.782 -34.519 28.499 -0.4 0.1 0.1 0.101
H 8.314 -34.307 27.312 0.0 0.1 -0.1 0.526
H 8.630 -35.478 24.852 -0.1 0.1 0.1 0.414
H 11.165 -36.386 24.785 0.0 0.1 -0.1 0.433
N 10.348 -27.551 31.862 0.1 -0.2 -0.4 0.163
C 10.163 -27.565 33.209 0.2 0.3 0.6 -0.674
C 11.383 -27.772 33.808 0.1 0.4 -0.4 -0.320
C 12.345 -27.840 32.758 0.0 -1.0 0.1 -0.698
C 11.669 -27.773 31.566 -0.1 0.4 0.2 -0.244
H 9.646 -27.336 31.175 -0.1 -0.1 0.0 0.253
H 9.227 -27.321 33.683 -0.1 -0.1 -0.2 0.479
H 11.594 -27.785 34.863 -0.1 -0.1 0.0 0.423
H 13.381 -28.120 32.880 0.1 0.3 -0.1 0.325
H 12.005 -27.851 30.547 0.0 0.1 0.0 0.289
N 9.185 -31.139 29.623 0.5 0.6 0.0 0.562
C 9.325 -29.991 28.888 -0.7 0.1 0.0 -0.581
C 8.499 -30.103 27.796 0.1 0.0 -0.5 -0.615
C 7.923 -31.393 27.822 -0.1 -0.4 0.3 -0.691
C 8.350 -32.004 28.977 0.3 -0.1 0.1 -1.016
H 9.843 -31.369 30.358 -0.3 -0.3 0.0 0.441
H 9.908 -29.157 29.240 0.1 -0.1 0.0 0.408
H 8.315 -29.403 26.996 0.2 0.2 0.2 0.498
H 7.306 -31.844 27.063 -0.2 0.1 0.1 0.528
H 8.195 -32.983 29.402 -0.1 -0.1 -0.2 0.681
N 11.423 -32.253 25.669 0.6 0.1 0.0 0.202
C 11.600 -30.950 26.033 -0.3 0.3 0.3 -0.758
C 11.915 -30.235 24.913 -0.2 -0.4 -1.2 -0.396
C 11.939 -31.167 23.821 0.0 0.7 0.3 -0.943
C 11.686 -32.408 24.329 -0.8 -0.1 0.1 -0.328
H 11.269 -33.000 26.327 -0.2 0.0 -0.1 0.369
H 11.405 -30.641 27.047 0.1 0.0 0.0 0.512
H 12.043 -29.188 24.690 0.1 0.2 0.8 0.664
H 12.035 -30.815 22.807 0.2 -0.5 -0.2 0.404
H 11.476 -33.362 23.876 0.2 0.0 -0.1 0.372

***

83
Properties=species:S:1:pos:R:3:forces:R:3:mulliken_charge:R:1 method="wB97M-V/def2-TZVPD" gap_ha=0.278 de_lowest_kj_mol=236.3 multiplicity=1 total_charge=+1 energy_ev=-75774.250
Cd -0.332 -1.620 0.587 0.1 -0.4 0.4 1.244
N -1.055 3.016 -1.400 0.2 0.3 -0.5 -0.113
P 0.599 2.518 -1.295 0.0 0.0 -0.2 0.077
C 1.359 4.024 -2.003 -0.1 0.1 0.1 0.571
C 1.424 4.086 -3.398 0.0 0.0 0.1 -0.552
C 1.967 5.192 -4.029 0.0 0.0 0.0 -0.692
C 2.467 6.245 -3.273 0.0 0.0 0.0 -0.454
C 2.416 6.190 -1.889 0.0 0.0 0.0 -0.707
C 1.861 5.086 -1.255 0.0 0.0 0.0 -0.317
C 0.870 2.737 0.507 0.1 -0.1 0.0 1.024
C 2.103 2.329 1.021 0.0 0.1 0.0 -0.491
C 2.367 2.404 2.380 0.0 0.1 0.0 -0.828
C 1.388 2.865 3.254 0.0 0.1 0.0 -0.489
C 0.152 3.251 2.758 0.0 0.1 0.0 -0.504
C -0.106 3.186 1.392 0.0 0.1 0.0 -0.817
C -2.080 2.113 -1.367 -0.4 0.4 0.3 0.575
C -3.442 2.697 -1.227 0.1 -0.1 -0.1 -0.580
C -4.508 1.933 -1.008 0.0 -0.1 0.0 -1.004
C -4.391 0.446 -0.854 0.0 0.1 0.0 -0.152
C -2.888 0.045 -0.837 0.0 -0.1 -0.1 -1.261
N -1.833 0.865 -1.358 0.1 -0.3 0.1 -0.349
H -1.284 3.985 -1.559 0.0 0.0 0.0 0.324
H 1.044 3.260 -3.989 0.0 0.0 0.0 0.347
H 2.009 5.232 -5.109 0.0 0.0 0.0 0.407
H 2.897 7.108 -3.764 0.0 0.0 0.0 0.398
H 2.806 7.009 -1.299 0.0 0.0 0.0 0.415
H 1.822 5.055 -0.173 0.0 0.0 0.0 0.375
H 2.863 1.957 0.347 0.1 0.0 -0.1 0.288
H 3.336 2.107 2.760 0.0 0.0 0.0 0.447
H 1.592 2.928 4.315 0.0 0.0 0.0 0.385
H -0.613 3.616 3.432 0.0 0.0 0.0 0.434
H -1.074 3.493 1.013 0.0 0.0 0.0 0.502
H -3.548 3.771 -1.332 0.0 0.0 0.0 0.411
H -5.494 2.383 -0.956 0.0 0.0 0.0 0.430
H -5.063 -0.068 -1.544 0.0 -0.1 0.0 0.477
H -2.757 -0.988 -1.164 0.0 0.0 0.0 0.781
O -1.039 -3.623 1.122 0.1 0.0 0.0 -0.631
C -2.123 -4.073 1.683 0.0 0.1 -0.1 0.273
C -2.162 -5.415 2.124 0.0 -0.1 0.1 -0.540
C -3.270 -5.947 2.737 0.0 0.0 0.0 -0.533
C -4.427 -5.183 2.930 0.0 0.0 0.0 -0.853
C -4.437 -3.888 2.472 0.0 0.0 0.0 -0.720
C -3.313 -3.316 1.852 -0.1 0.1 0.0 0.181
C -3.399 -1.944 1.372 0.0 0.0 0.0 0.151
N -2.410 -1.077 1.354 0.1 -0.1 -0.2 -0.599
C -2.929 0.102 0.700 0.0 0.0 0.1 0.632
C -4.465 0.006 0.639 -0.1 -0.2 -0.1 -0.289
N -4.566 -1.433 0.879 -0.1 0.1 0.0 -0.170
H -1.277 -6.021 1.970 0.0 0.0 0.0 0.340
H -3.245 -6.976 3.073 0.0 0.0 0.0 0.394
H -5.289 -5.598 3.432 0.0 0.0 0.0 0.397
H -5.320 -3.280 2.633 0.0 0.0 0.0 0.356
H -2.504 1.032 1.076 0.0 0.0 0.1 0.528
H -5.109 0.578 1.308 0.0 0.1 0.0 0.450
H -5.439 -1.919 0.989 0.0 0.0 0.0 0.290
C 3.580 0.659 -2.736 0.0 0.0 0.0 -1.285
P 2.519 -0.630 -1.971 -0.1 0.0 0.1 0.787
C 2.235 -1.684 -3.448 0.0 0.0 0.0 -1.497
C 3.835 -1.618 -1.122 0.1 0.0 -0.1 -1.134
C 3.362 -2.997 -0.674 -0.1 0.0 -0.1 -1.116
P 1.889 -3.058 0.410 -0.2 0.0 0.3 0.969
C 2.593 -2.653 2.048 0.0 0.0 0.0 -1.362
C 1.633 -4.852 0.550 0.0 0.0 0.0 -1.199
H 4.454 0.219 -3.220 0.0 0.0 0.0 0.500
H 3.918 1.374 -1.988 0.0 0.1 0.1 0.373
H 3.004 1.210 -3.481 0.0 0.0 0.0 0.299
H 3.170 -1.936 -3.955 0.0 0.0 0.0 0.387
H 1.593 -1.143 -4.145 0.0 0.0 0.0 0.434
H 1.715 -2.603 -3.177 0.0 0.0 0.0 0.370
H 4.174 -1.031 -0.264 0.0 0.0 0.0 0.384
H 4.698 -1.739 -1.784 0.0 0.0 0.0 0.498
H 4.150 -3.518 -0.122 0.0 0.0 0.0 0.544
H 3.121 -3.624 -1.537 0.0 0.0 0.0 0.504
H 3.415 -3.329 2.291 0.0 0.0 0.0 0.478
H 1.817 -2.757 2.809 0.0 0.0 0.0 0.370
H 2.962 -1.627 2.059 0.0 0.0 0.0 0.226
H 2.604 -5.340 0.647 0.0 -0.1 0.0 0.513
H 1.118 -5.230 -0.331 0.0 0.0 0.0 0.400
H 1.009 -5.057 1.418 0.0 0.0 -0.1 0.237
N 0.305 -0.073 2.226 0.0 -0.2 -0.2 -0.511
H -0.325 -0.306 2.988 0.0 0.0 0.0 0.252
H 0.054 0.857 1.893 0.0 -0.1 0.1 -0.008
H 1.250 0.004 2.588 -0.1 -0.1 0.0 0.328

***

Calculated LUMO energy (eV), listed in the same order as above: 0.60; -2.27